(1)
Density functional theory data (ωB97M-V/def2-TZVPD) for C4H3ClO in the gas phase.

Positions of all 9 atoms, in Å:
C: -1.31 0.22 0.00
C: 0.16 0.62 0.00
C: -2.55 0.77 0.00
C: 1.40 -0.01 0.01
O: -3.65 1.14 0.01
Cl: 2.84 0.92 0.00
H: -1.44 -0.86 -0.01
H: 0.24 1.71 -0.03
H: 1.54 -1.08 0.04

Values from the calculation:
frontier orbital gap = 8.8969 eV
HOMO level = -8.449 eV
E = -18764.278 eV
SMILES = O=C=C/C=C/Cl
energy above the lowest of the compared OMol25 structures with the same formula, charge and spin = 31.6 kcal per mole
max |F| = 0.07981 Eh/bohr



(2)
Density functional theory data (ωB97M-V/def2-TZVPD) for 2 unconnected molecules or ions with the total composition C5H6O2.

Positions of all 13 atoms, in Å:
O: -1.85 -1.72 0.42
C: -0.74 -1.37 0.74
C: 0.02 -0.27 0.06
C: -1.04 1.50 -0.44
C: -0.53 0.34 -1.22
C: 1.43 0.04 0.39
O: 2.03 0.97 -0.10
H: -0.20 -1.83 1.59
H: -0.15 2.11 -0.16
H: 0.15 0.62 1.20
H: 0.32 0.58 -1.86
H: -1.32 -0.27 -1.70
H: 1.89 -0.70 1.07

Values from the calculation:
frontier orbital gap = 8.4258 eV
HOMO level = -8.884 eV
E = -9370.599 eV
energy above the lowest of the compared OMol25 structures with the same formula, charge and spin = 149.8 kcal per mole
max |F| = 0.06044 Eh/bohr



(3)
Density functional theory data (ωB97M-V/def2-TZVPD) for C5H11N in the gas phase.

Positions of all 17 atoms, in Å:
C: 2.59 -0.77 0.13
C: 0.66 0.80 0.23
C: -0.51 -0.13 0.04
C: -1.82 0.37 0.03
C: -3.03 -0.47 -0.07
H: 2.99 -0.55 1.13
H: 2.05 -1.71 0.16
H: 3.46 -0.94 -0.45
H: 2.46 1.13 -0.57
H: 0.87 1.03 1.32
H: 0.46 1.77 -0.18
H: -0.32 -1.27 -0.03
H: -2.09 1.52 0.15
H: -3.53 -0.36 -1.06
H: -2.76 -1.57 0.06
H: -3.71 -0.19 0.72
N: 1.82 0.33 -0.49

Values from the calculation:
frontier orbital gap = 9.9747 eV
HOMO level = -8.760 eV
E = -6851.910 eV
SMILES = C/C=C/CNC
energy above the lowest of the compared OMol25 structures with the same formula, charge and spin = 37.3 kcal per mole
max |F| = 0.06273 Eh/bohr



(4)
Density functional theory data (ωB97M-V/def2-TZVPD) for C2H8SSi in the gas phase.

Positions of all 12 atoms, in Å:
C: -0.25 -1.16 -1.23
C: -0.82 0.32 1.28
Si: 0.13 0.51 -0.38
S: 2.27 0.31 0.31
H: 0.35 -1.81 -0.65
H: -1.33 -1.26 -0.95
H: -0.22 -1.14 -2.25
H: -0.36 -0.52 1.72
H: -0.70 1.15 1.95
H: -1.80 0.13 1.12
H: -0.02 1.98 -0.65
H: 2.75 1.48 -0.27

Values from the calculation:
multiplicity = 3
frontier orbital gap (alpha / beta) = 4.6353 / 7.8186 eV
HOMO level (alpha / beta) = -3.922 / -10.941 eV
E = -20911.536 eV
energy above the lowest of the compared OMol25 structures with the same formula, charge and spin = 18.5 kcal per mole
max |F| = 0.08224 Eh/bohr



(5)
Density functional theory data (ωB97M-V/def2-TZVPD) for 2 unconnected molecules or ions with the total composition C5H9O6.

Positions of all 20 atoms, in Å:
O: 0.32 0.63 1.68
O: -0.32 0.99 0.42
C: -0.62 -0.07 -0.49
C: 0.70 -0.83 -0.42
C: 1.93 0.08 -0.90
O: 2.60 0.06 -1.90
O: 0.91 -1.78 0.31
O: 2.29 -1.26 1.62
H: 1.81 -0.41 1.96
C: -0.94 0.51 -1.85
C: -1.81 -1.03 0.01
O: -3.00 -0.29 -0.04
H: 0.39 -0.39 1.62
H: 2.11 0.66 0.02
H: -0.99 -0.24 -2.65
H: -1.90 1.01 -1.81
H: -0.21 1.26 -2.15
H: -1.95 -1.84 -0.75
H: -1.57 -1.42 1.04
H: -3.69 -0.76 0.46

Values from the calculation:
multiplicity = 2
frontier orbital gap (alpha / beta) = 9.6260 / 8.3158 eV
HOMO level (alpha / beta) = -9.691 / -9.745 eV
E = -17607.487 eV
energy above the lowest of the compared OMol25 structures with the same formula, charge and spin = 13.1 kcal per mole
max |F| = 0.05957 Eh/bohr



(6)
Density functional theory data (ωB97M-V/def2-TZVPD) for C5H7N in the gas phase.

Positions of all 13 atoms, in Å:
C: -0.88 -1.70 -0.62
C: -0.19 -0.47 -0.12
C: -0.70 0.79 -0.20
N: 0.17 1.68 0.42
C: 1.19 0.96 0.93
C: 1.09 -0.39 0.61
H: -1.07 -2.41 0.19
H: -1.85 -1.46 -1.08
H: -0.28 -2.23 -1.37
H: -1.60 1.17 -0.67
H: 0.12 2.68 0.39
H: 2.00 1.39 1.50
H: 2.00 -0.01 0.02

Values from the calculation:
frontier orbital gap = 9.0659 eV
HOMO level = -8.198 eV
E = -6785.929 eV
SMILES = Cc1cc[nH]c1
energy above the lowest of the compared OMol25 structures with the same formula, charge and spin = 59.6 kcal per mole
max |F| = 0.04237 Eh/bohr



(7)
Density functional theory data (ωB97M-V/def2-TZVPD) for C3H4OP2 in the gas phase.

Positions of all 10 atoms, in Å:
C: 0.46 1.02 -0.02
C: -0.90 -1.59 -0.11
C: 0.90 -0.21 -0.01
O: 2.04 -0.89 -0.26
P: -2.18 -0.56 0.13
P: -1.33 1.39 -0.18
H: 1.03 2.02 0.17
H: -0.92 -2.58 -0.28
H: 2.68 -0.26 -0.57
H: -1.79 1.66 1.12

Values from the calculation:
frontier orbital gap = 8.9113 eV
HOMO level = -8.763 eV
E = -23795.689 eV
energy above the lowest of the compared OMol25 structures with the same formula, charge and spin = 82.5 kcal per mole
max |F| = 0.13518 Eh/bohr



(8)
Density functional theory data (ωB97M-V/def2-TZVPD) for a molecular structure, C10H21AlCl2NO3P.

Positions of all 39 atoms, in Å:
C: 0.64 -3.74 -1.22
C: 0.28 -2.52 -0.48
H: -0.23 -4.35 -1.45
H: 1.37 -4.29 -0.61
H: 1.17 -3.46 -2.13
O: -0.83 -2.16 -0.14
Cl: 1.67 -1.49 -0.19
Al: 0.12 0.95 0.40
P: -0.04 1.10 -2.17
C: -1.54 1.66 -3.02
C: 1.16 2.38 -2.66
H: 1.37 -0.75 -2.85
H: 0.51 -0.02 -4.24
H: -0.35 -1.10 -3.11
C: 0.42 -0.33 -3.19
H: 2.15 2.14 -2.23
H: 1.25 2.44 -3.75
H: -1.34 1.81 -4.10
H: -1.89 2.61 -2.59
H: 0.87 3.35 -2.26
H: -2.34 0.92 -2.91
C: -1.74 0.29 -0.14
O: -2.86 -0.04 -0.21
Cl: 1.07 2.77 0.77
C: -0.55 -0.81 5.41
N: -0.10 -0.82 4.02
C: 0.77 -1.90 3.58
C: -0.41 0.12 3.16
C: -1.31 1.25 3.46
O: 0.09 -0.03 1.96
H: -0.09 -1.68 5.91
H: -1.64 -0.90 5.50
H: -0.23 0.10 5.94
H: 0.28 -2.47 2.76
H: 1.73 -1.52 3.23
H: 0.91 -2.55 4.44
H: -0.89 2.20 3.09
H: -2.29 1.11 2.98
H: -1.48 1.35 4.53

Values from the calculation:
frontier orbital gap = 8.8834 eV
HOMO level = -16.803 eV
E = -59262.585 eV
charge = +2
max |F| = 0.14619 Eh/bohr



(9)
Density functional theory data (ωB97M-V/def2-TZVPD) for a molecular structure, C8H14O2.

Positions of all 24 atoms, in Å:
C: -1.41 0.00 0.20
C: -1.18 -0.38 -1.19
C: -1.66 -1.19 1.12
C: 1.92 -1.10 -0.09
C: 1.27 0.15 -0.66
C: 0.36 0.98 0.33
C: 1.96 0.79 -1.64
C: 0.92 1.20 1.60
O: -2.56 0.86 0.27
O: -1.80 0.32 -2.16
H: -2.60 1.27 1.14
H: -2.48 0.87 -1.74
H: -0.84 -1.35 -1.50
H: 0.16 1.88 -0.26
H: -0.87 -1.92 1.03
H: -2.59 -1.70 0.86
H: -1.78 -0.86 2.15
H: 1.25 -1.63 0.58
H: 2.79 -0.86 0.52
H: 2.29 -1.74 -0.89
H: 1.86 1.84 -1.85
H: 2.74 0.28 -2.20
H: 1.92 0.93 1.90
H: 0.33 1.39 2.49

Values from the calculation:
frontier orbital gap (alpha / beta) = 6.9366 / 8.0574 eV
HOMO level (alpha / beta) = -6.683 / -7.446 eV
E = -12612.323 eV
energy above the lowest of the compared OMol25 structures with the same formula, charge and spin = 132.7 kcal per mole
max |F| = 0.05456 Eh/bohr



(10)
Density functional theory data (ωB97M-V/def2-TZVPD) for C6H7NO in the gas phase.

Positions of all 15 atoms, in Å:
C: 0.73 0.18 -0.59
C: 1.80 0.39 0.44
C: -1.31 0.09 0.98
C: -0.50 -0.58 -0.33
C: -1.04 1.40 0.46
C: -0.99 -1.65 -0.99
N: -0.40 1.17 -0.71
O: -2.04 -0.43 1.77
H: 1.14 0.03 -1.59
H: -1.26 2.38 0.86
H: 1.40 0.49 1.45
H: 2.47 -0.47 0.44
H: 2.38 1.29 0.21
H: -0.34 -2.43 -1.39
H: -2.05 -1.85 -1.01

Values from the calculation:
frontier orbital gap (alpha / beta) = 6.9260 / 7.4238 eV
HOMO level (alpha / beta) = -8.148 / -8.496 eV
E = -9867.982 eV
energy above the lowest of the compared OMol25 structures with the same formula, charge and spin = 107.8 kcal per mole
max |F| = 0.07295 Eh/bohr



(11)
Density functional theory data (ωB97M-V/def2-TZVPD) for C3H2O in the gas phase.

Positions of all 6 atoms, in Å:
C: 0.95 -0.99 0.00
C: 0.11 0.13 0.01
C: -1.21 0.13 0.00
O: -2.35 0.23 -0.01
H: 2.00 -0.66 -0.01
H: 0.50 1.16 0.01

Values from the calculation:
frontier orbital gap = 8.1332 eV
HOMO level = -8.453 eV
E = -5186.647 eV
energy above the lowest of the compared OMol25 structures with the same formula, charge and spin = 35.6 kcal per mole
max |F| = 0.05133 Eh/bohr